The following is a quantum chemistry calculation of C37H67AsGeKN6O2S3Sb as an isolated structure, from the OMol25 dataset.

Values from the calculation:
Total charge: -2
LUMO level in eV: 3.721
Gap between HOMO and LUMO in eV: 4.68
E in Eh: -8276.52524
Max |F| in hartree/bohr: 0.008
HOMO energy in Eh: -0.03509

Geometry as XYZ:
```
119
Properties=species:S:1:pos:R:3:forces:R:3
K 0.316132 1.181491 0.513565 0.3183 -0.2436 0.1695
C 2.380773 0.217914 5.158880 -0.0658 -0.0387 -0.0830
C 1.637794 0.257152 3.844857 0.1538 -0.0773 0.2347
N 2.055110 0.887035 2.810698 -0.0841 -0.0369 0.0267
N 3.296066 1.446303 2.902589 -0.0148 -0.0542 0.1656
C 3.460384 2.544354 2.210531 0.1139 -0.0235 -0.2289
N 4.774607 3.027292 2.234736 -0.0709 -0.0454 0.0432
S 2.305142 3.459580 1.352502 0.0409 0.2737 -0.0883
C 0.368654 -0.505935 3.752375 -0.0982 -0.1382 -0.0989
C -0.252365 -1.007029 4.902591 0.0069 -0.0088 0.0450
C -1.394263 -1.779540 4.783072 0.0059 0.0034 -0.0916
C -1.897002 -2.052547 3.520628 0.0180 0.0123 0.0570
C -1.230663 -1.510145 2.430888 0.0394 0.0610 -0.0201
N -0.142243 -0.757712 2.540569 0.0375 0.0617 0.0357
H 3.318795 0.751881 5.047309 0.0111 0.0067 -0.0038
H 2.583215 -0.814112 5.460945 -0.0227 0.0132 0.0153
H 1.792933 0.691315 5.950621 0.0244 0.0064 0.0072
H 5.451854 2.291348 2.384509 -0.0148 -0.0107 -0.0114
H 4.964056 3.605980 1.431879 0.0091 0.0159 0.0083
H 0.153815 -0.795342 5.881441 0.0167 0.0073 -0.0189
H -1.881154 -2.169055 5.669341 -0.0062 -0.0056 0.0118
H -2.776894 -2.665133 3.372284 0.0040 0.0019 0.0135
H -1.578962 -1.686648 1.417124 0.0030 0.0068 0.0441
C -4.105450 6.737176 1.303965 0.0262 -0.0297 0.0250
C -4.755413 5.381801 1.562872 -0.0334 0.0138 0.0135
N -3.874858 4.451539 2.250378 0.0485 0.0266 -0.1855
C -3.954373 4.447152 3.695407 0.0052 -0.0515 0.0203
C -4.997569 3.464979 4.217313 -0.0039 -0.0012 -0.0097
C -2.975428 3.671164 1.547216 -0.0928 0.0032 0.1481
S -2.038504 2.549983 2.404554 0.0438 -0.0159 -0.0197
N -3.006065 3.953213 0.230941 0.0287 0.0191 -0.1540
C -2.310688 3.297157 -0.714081 -0.1363 -0.0370 0.0625
O -1.566240 2.317824 -0.620983 -0.2770 0.2629 -0.1971
C -2.550840 3.850406 -2.113014 0.0145 -0.0201 -0.0231
C -3.356649 4.961079 -2.350702 0.0144 -0.0242 0.0297
C -3.562308 5.419663 -3.644431 0.0092 -0.0094 -0.0006
C -2.966380 4.768858 -4.718425 -0.0105 0.0141 0.0160
C -2.163211 3.660227 -4.488235 0.0177 -0.0246 0.0081
C -1.955807 3.205102 -3.193330 -0.0346 0.0394 0.0017
H -4.804696 7.420706 0.812537 0.0136 -0.0201 0.0053
H -3.232042 6.599974 0.666598 -0.0072 0.0140 0.0045
H -3.780802 7.196005 2.241621 0.0035 0.0000 -0.0247
H -5.071330 4.937267 0.621253 0.0094 0.0054 -0.0015
H -5.646748 5.511232 2.185239 -0.0050 -0.0174 0.0259
H -4.188448 5.466362 4.020656 -0.0225 0.0139 0.0065
H -2.975161 4.180658 4.087847 0.0104 0.0096 0.0147
H -5.988219 3.689784 3.810732 0.0216 -0.0134 0.0073
H -5.060327 3.498085 5.309089 0.0159 0.0053 -0.0306
H -4.711657 2.457274 3.912965 -0.0215 0.0117 0.0186
H -3.814938 5.450216 -1.501170 0.0045 0.0013 -0.0122
H -4.189398 6.287326 -3.816646 0.0025 -0.0006 0.0015
H -3.126432 5.126583 -5.729483 -0.0008 -0.0008 0.0062
H -1.691146 3.143793 -5.316069 -0.0064 0.0064 0.0071
H -1.332788 2.341516 -3.003003 -0.0005 0.0080 0.0071
C -5.133402 -0.235656 -0.163922 0.0049 -0.0226 0.0142
C -4.806131 -0.860394 -1.539155 0.0036 -0.0109 0.0054
C -3.281448 -0.727636 -1.624214 0.0269 0.0852 0.0094
O -2.842229 -0.769856 -0.278702 -0.0694 0.0016 0.0287
C -3.747311 0.077586 0.424859 -0.0567 -0.0063 -0.0631
H -5.682919 -0.938075 0.464908 0.0039 -0.0079 -0.0120
H -5.732710 0.671145 -0.252671 0.0041 0.0025 0.0003
H -5.309221 -0.355499 -2.365472 0.0197 0.0090 0.0071
H -5.093505 -1.913225 -1.562754 -0.0085 0.0033 0.0048
H -2.992721 0.228214 -2.079650 0.0064 -0.0064 0.0214
H -2.783896 -1.527035 -2.170840 0.0008 -0.0122 0.0060
H -3.477657 1.121963 0.259067 0.0347 -0.0220 -0.0073
H -3.647864 -0.124560 1.489395 -0.0087 -0.0265 0.0076
C 6.709032 -0.121109 -0.434131 -0.0237 0.0151 0.0290
C 5.330044 0.444127 -0.771631 -0.0561 -0.0048 -0.0146
Sb 3.407603 -0.730119 -0.432475 0.0545 -0.0744 -0.0340
C 4.306141 -1.707392 1.278559 -0.0070 0.0606 0.0489
C 5.084633 -2.972867 0.955054 0.0107 -0.0033 -0.0510
C 3.784031 -2.087352 -2.120062 0.0566 -0.0051 0.1504
C 4.926196 -1.802153 -3.085918 -0.0292 0.0273 -0.0231
H 7.515701 0.614413 -0.566719 0.0032 -0.0106 -0.0015
H 6.963730 -0.985289 -1.053325 0.0049 0.0037 0.0066
H 6.754613 -0.457570 0.606008 0.0051 0.0197 -0.0356
H 5.295218 0.783866 -1.813964 0.0449 0.0072 0.0156
H 5.144378 1.340102 -0.167362 0.0053 -0.0137 -0.0033
H 3.469848 -1.930351 1.945209 0.0209 0.0176 -0.0278
H 4.933423 -0.962594 1.776665 -0.0343 -0.0230 -0.0106
H 4.434623 -3.692007 0.452688 0.0023 -0.0396 -0.0073
H 5.481613 -3.461025 1.854514 0.0005 0.0092 -0.0066
H 5.928200 -2.770203 0.286807 -0.0478 -0.0128 0.0410
H 2.816835 -2.034276 -2.624463 -0.0226 -0.0127 -0.0590
H 3.853140 -3.092155 -1.699475 0.0230 0.0067 -0.0107
H 4.897533 -0.774279 -3.457913 -0.0027 -0.0171 -0.0041
H 4.908200 -2.469236 -3.959555 -0.0159 0.0041 0.0084
H 5.895481 -1.938165 -2.605592 0.0048 0.0165 0.0037
C 0.311155 -3.516252 -3.457313 0.0061 -0.0194 -0.0628
As 0.264699 -1.902736 -4.515676 0.0053 -0.1202 0.0379
C -1.109424 -2.242784 -5.848778 0.0395 -0.0225 0.0550
C 1.901651 -1.924702 -5.555372 -0.0541 -0.0601 0.0637
S -0.067190 -0.205297 -3.391088 0.0224 0.1500 -0.1214
H 0.231957 -4.408076 -4.079396 0.0080 0.0164 -0.0366
H -0.509628 -3.466592 -2.743704 -0.0134 -0.0109 -0.0117
H 1.242210 -3.524203 -2.894375 0.0324 -0.0231 0.0365
H -0.859132 -3.120942 -6.445924 -0.0011 0.0110 0.0186
H -1.202525 -1.365949 -6.485924 0.0241 0.0219 0.0000
H -2.051755 -2.401001 -5.327263 -0.0051 -0.0024 0.0060
H 1.994812 -2.873748 -6.085551 -0.0013 0.0097 0.0170
H 2.736895 -1.797722 -4.869934 0.0173 0.0020 0.0088
H 1.886625 -1.099439 -6.263781 -0.0422 0.0366 0.0081
C -0.503941 -5.170090 0.513215 0.0272 0.0607 -0.0219
Ge 1.330312 -4.350918 0.499688 0.0274 -0.0236 -0.0468
C 1.949198 -4.573612 2.368190 -0.0471 0.0161 -0.0407
C 2.385315 -5.659981 -0.587696 -0.0608 0.0577 0.0701
C 1.491656 -2.533496 -0.073134 -0.0163 -0.0633 0.0087
H -0.503287 -6.205811 0.870242 0.0448 0.0281 -0.0022
H -0.939101 -5.153703 -0.491141 0.0251 0.0039 0.0236
H -1.154440 -4.578763 1.164192 0.0205 -0.0173 -0.0218
H 1.866512 -5.612694 2.699961 -0.0097 0.0128 -0.0255
H 1.332593 -3.952311 3.024608 0.0338 -0.0048 -0.0096
H 2.987398 -4.253782 2.473223 -0.0177 0.0003 -0.0004
H 2.096471 -6.690901 -0.360968 -0.0262 0.0358 0.0347
H 3.455443 -5.558523 -0.394951 -0.0078 0.0343 -0.0047
H 2.224945 -5.493642 -1.654973 -0.0144 0.0188 -0.0475
H 1.019664 -1.917379 0.701430 -0.0023 -0.0553 0.0155
H 0.929843 -2.348838 -0.997115 -0.0355 -0.0264 0.0083
```
Positions in Å, forces in eV/Å.